# 1
Entry from the Open Molecules 2025 dataset: C72H76GaGe2N3OS5 as an isolated structure at a distorted geometry (ωB97M-V/def2-TZVPD).

For the HOMO energy, the calculation gives -0.2574 Ha. Its HOMO-LUMO gap is 6.96 eV. For the total energy, the calculation gives -11098.7003 Eh. The net charge is 0. Its energy above the lowest of the compared OMol25 structures with the same formula, charge and spin is 59.9 kJ/mol. Its multiplicity is 1.

Structure (XYZ):
```
160
Properties=species:S:1:pos:R:3:lowdin_charge:R:1
Ga -0.306 1.906 1.485 -0.075
C -1.925 4.572 -1.673 -0.031
C -1.220 3.557 -1.022 -0.109
N -1.304 3.365 0.276 0.049
C -2.105 4.141 1.030 -0.131
C -2.898 5.161 0.443 -0.166
C -2.762 5.373 -0.943 0.000
C -3.770 5.911 1.252 -0.066
C -3.850 5.616 2.585 -0.080
C -3.037 4.649 3.177 -0.010
C -2.095 3.927 2.452 -0.178
N -1.148 3.044 2.889 0.043
C -0.653 2.887 4.160 -0.175
C -1.036 3.497 5.347 -0.006
C -0.337 3.301 6.544 -0.074
C 0.797 2.541 6.608 -0.043
C 1.231 1.882 5.447 -0.172
C 2.375 1.067 5.419 0.017
C 2.696 0.384 4.277 -0.039
C 1.869 0.516 3.163 -0.139
N 0.819 1.308 3.155 0.021
C 0.481 2.008 4.251 -0.167
H -1.786 4.708 -2.734 0.097
H -0.569 2.895 -1.581 0.040
H -3.325 6.171 -1.408 0.122
H -4.375 6.689 0.813 0.111
H -4.543 6.151 3.216 0.107
H -3.178 4.474 4.226 0.083
H -1.882 4.158 5.397 0.077
H -0.712 3.778 7.438 0.105
H 1.356 2.413 7.522 0.111
H 2.971 0.974 6.314 0.124
H 3.556 -0.262 4.221 0.092
H 2.076 -0.044 2.256 0.077
C 5.024 -3.261 3.047 -0.044
C 4.907 -2.298 1.903 -0.264
C 5.162 -0.945 2.067 -0.024
C 5.074 -0.052 1.011 -0.208
C 5.352 1.405 1.222 -0.028
C 4.745 -0.532 -0.260 -0.157
C 4.510 -1.894 -0.450 -0.242
C 4.224 -2.485 -1.797 -0.030
C 4.575 -2.751 0.638 -0.019
C 4.737 0.378 -1.425 -0.229
C 5.941 0.772 -1.998 -0.019
C 5.955 1.583 -3.118 -0.051
C 4.764 1.972 -3.699 -0.023
C 3.549 1.574 -3.151 -0.222
C 3.542 0.792 -2.003 -0.202
Ge 1.819 0.450 -1.037 0.201
S 1.698 2.183 0.368 0.391
S -0.041 0.518 -2.342 0.374
Ge -0.883 -0.857 -0.751 0.209
S -1.712 0.153 1.092 0.373
S 1.211 -1.568 -0.111 0.294
C -2.227 -2.034 -1.690 -0.185
C -1.832 -3.215 -2.310 -0.232
C -2.788 -4.022 -2.924 -0.024
C -4.113 -3.642 -2.963 -0.051
C -4.485 -2.425 -2.424 -0.032
C -3.551 -1.612 -1.786 -0.226
C -4.040 -0.310 -1.276 -0.183
C -4.698 -0.255 -0.047 -0.262
C -4.829 -1.494 0.783 -0.035
C -5.236 0.947 0.380 -0.009
C -5.153 2.091 -0.400 -0.255
C -5.836 3.355 0.027 -0.040
C -4.507 2.016 -1.624 -0.006
C -3.962 0.826 -2.084 -0.203
C -3.354 0.746 -3.451 -0.029
C -0.428 -3.667 -2.456 -0.167
C 0.147 -4.549 -1.548 -0.242
C -0.539 -4.895 -0.261 -0.028
C 1.372 -5.132 -1.850 -0.013
C 2.035 -4.849 -3.033 -0.289
C 3.312 -5.544 -3.402 -0.052
C 1.467 -3.927 -3.905 -0.011
C 0.242 -3.340 -3.641 -0.199
C -0.374 -2.395 -4.626 -0.029
C 2.314 1.936 -3.883 -0.199
C 1.847 1.059 -4.864 -0.251
C 2.546 -0.247 -5.096 -0.021
C 0.733 1.409 -5.610 -0.022
C 0.076 2.611 -5.397 -0.272
C -1.117 2.999 -6.219 -0.046
C 0.564 3.472 -4.427 -0.024
C 1.680 3.158 -3.668 -0.232
C 2.205 4.122 -2.651 -0.033
H 5.002 -2.745 4.004 0.071
H 5.963 -3.811 2.982 0.084
H 4.212 -3.984 3.019 0.074
H 5.455 -0.571 3.038 0.108
H 5.444 1.635 2.281 0.080
H 4.549 2.007 0.800 0.047
H 6.278 1.687 0.723 0.083
H 4.327 -1.755 -2.596 0.078
H 3.212 -2.888 -1.816 0.048
H 4.917 -3.306 -1.977 0.088
H 4.376 -3.801 0.482 0.124
H 6.867 0.425 -1.565 0.124
H 6.893 1.908 -3.545 0.106
H 4.751 2.582 -4.592 0.127
H -2.465 -4.950 -3.379 0.128
H -4.851 -4.278 -3.431 0.107
H -5.510 -2.086 -2.491 0.128
H -5.127 -2.339 0.164 0.080
H -5.563 -1.348 1.568 0.069
H -3.867 -1.732 1.237 0.055
H -5.741 0.991 1.335 0.118
H -5.814 3.469 1.108 0.078
H -6.880 3.326 -0.290 0.086
H -5.371 4.225 -0.429 0.058
H -4.447 2.899 -2.246 0.112
H -3.577 1.640 -4.027 0.077
H -3.732 -0.124 -3.985 0.087
H -2.270 0.645 -3.387 0.003
H -1.478 -4.356 -0.161 0.074
H 0.105 -4.631 0.576 0.073
H -0.740 -5.964 -0.215 0.087
H 1.798 -5.835 -1.149 0.121
H 3.779 -5.995 -2.531 0.076
H 4.011 -4.851 -3.864 0.073
H 3.103 -6.335 -4.124 0.083
H 1.980 -3.684 -4.824 0.118
H 0.238 -2.327 -5.522 0.072
H -0.466 -1.399 -4.193 0.032
H -1.373 -2.726 -4.904 0.086
H 3.613 -0.092 -5.253 0.088
H 2.132 -0.752 -5.965 0.075
H 2.428 -0.893 -4.224 0.074
H 0.369 0.731 -6.370 0.117
H -1.517 2.140 -6.751 0.076
H -0.836 3.759 -6.949 0.083
H -1.901 3.417 -5.591 0.069
H 0.073 4.421 -4.259 0.110
H 1.525 4.961 -2.527 0.079
H 3.180 4.502 -2.954 0.088
H 2.334 3.630 -1.689 0.008
C -4.436 -0.883 4.389 -0.120
C -3.695 -2.168 4.733 -0.300
C -2.437 -1.872 5.529 -0.325
S -1.204 -0.915 4.520 0.921
O -0.215 -0.479 5.518 -0.508
C -0.447 -2.362 3.611 -0.312
C 0.952 -2.688 4.098 -0.285
C 0.968 -3.271 5.505 -0.102
H -5.389 -1.109 3.920 0.062
H -3.843 -0.270 3.713 0.049
H -4.638 -0.312 5.292 0.077
H -3.439 -2.703 3.815 0.096
H -4.344 -2.817 5.329 0.110
H -1.954 -2.772 5.907 0.084
H -2.658 -1.220 6.375 0.093
H -0.420 -2.033 2.571 0.021
H -1.115 -3.216 3.691 0.084
H 1.544 -1.773 4.089 0.067
H 1.415 -3.390 3.397 0.108
H 0.591 -2.537 6.213 0.058
H 1.986 -3.526 5.794 0.068
H 0.356 -4.171 5.552 0.073
```


# 2
Entry from the Open Molecules 2025 dataset: a 9-piece molecular cluster, C72H77Cl2FN3O23 overall at a distorted geometry (ωB97M-V/def2-TZVPD).

For the HOMO energy, the calculation gives -0.4059 Ha. Its HOMO-LUMO gap is 6.83 eV. For the total energy, the calculation gives -5704.1839 Eh. The net charge is +1. Its energy above the lowest of the compared OMol25 structures with the same formula, charge and spin is 0.0 kJ/mol. Its multiplicity is 1.

Structure (XYZ):
```
178
Properties=species:S:1:pos:R:3:lowdin_charge:R:1
C 8.751 -3.442 -1.366 -0.110
C 7.704 -2.827 -0.437 -0.251
C 6.889 -1.715 -1.104 -0.161
C 5.590 -1.453 -0.327 -0.168
O 4.588 -1.060 -1.256 -0.108
C 3.537 -0.261 -0.773 -0.422
C 4.110 1.155 -0.602 -0.176
C 5.319 1.526 -1.474 -0.181
C 5.418 3.047 -1.756 -0.260
N 4.882 3.969 -0.751 0.010
O 3.207 -0.756 0.520 0.051
C 1.938 -1.144 0.959 -0.391
F 1.870 -0.677 2.254 0.065
C 1.897 -2.672 1.139 -0.080
C 3.239 -3.315 1.473 -0.161
C 3.041 -4.709 2.127 -0.137
C 3.177 -5.879 1.144 -0.234
O 1.915 -6.484 0.860 -0.063
C 0.726 -0.512 0.209 -0.133
C -0.631 -1.181 0.581 -0.142
O -0.766 -2.581 0.435 -0.203
C -2.027 -2.916 -0.127 -0.077
C 0.388 0.909 0.792 -0.109
C 1.305 2.100 0.718 -0.746
O 1.243 2.979 -0.074 0.059
Cl 2.433 2.294 2.088 0.756
N 0.914 -0.455 -1.338 -0.105
C 0.049 0.619 -1.935 -0.021
N 0.256 -1.619 -1.841 0.137
C 2.405 -0.446 -1.849 -0.396
Cl 2.575 0.982 -2.991 0.869
C 2.718 -1.570 -2.860 -0.158
C 2.959 -3.009 -2.390 -0.124
O 2.478 -3.911 -3.418 -0.016
C 1.823 -5.037 -2.975 -0.508
C 0.441 -4.891 -2.395 0.030
O 2.328 -6.108 -3.100 0.167
H 9.131 -4.338 -0.887 0.044
H 9.607 -2.793 -1.527 0.080
H 8.316 -3.775 -2.305 0.075
H 7.064 -3.633 -0.079 0.104
H 8.242 -2.413 0.414 0.114
H 6.640 -2.011 -2.121 0.116
H 7.520 -0.831 -1.108 0.112
H 5.354 -2.376 0.193 0.092
H 5.802 -0.696 0.427 0.138
H 4.451 1.182 0.426 0.102
H 3.386 1.951 -0.686 0.052
H 6.218 1.238 -0.938 0.103
H 5.310 1.015 -2.429 0.096
H 6.480 3.266 -1.850 0.104
H 4.991 3.281 -2.728 0.102
H 3.890 4.096 -0.914 0.056
H 4.942 3.581 0.183 0.060
H 1.444 -3.191 0.304 0.087
H 1.218 -2.856 1.965 0.132
H 3.887 -2.676 2.063 0.123
H 3.742 -3.510 0.527 0.078
H 2.023 -4.762 2.504 0.112
H 3.750 -4.807 2.942 0.113
H 3.826 -6.656 1.529 0.119
H 3.609 -5.555 0.191 0.108
H 1.374 -5.830 0.407 0.056
H -1.430 -0.682 0.037 0.096
H -0.830 -0.953 1.628 0.153
H -2.175 -2.437 -1.086 0.059
H -2.058 -3.992 -0.284 0.094
H -2.832 -2.672 0.564 0.100
H 0.182 0.809 1.850 0.121
H -0.566 1.238 0.400 0.084
H -0.004 0.500 -3.008 0.079
H -0.953 0.476 -1.547 0.100
H 0.379 1.614 -1.676 0.077
H 0.576 -2.492 -1.472 0.071
H -0.035 -1.568 -2.806 0.078
H 1.972 -1.584 -3.647 0.102
H 3.623 -1.263 -3.361 0.111
H 2.534 -3.292 -1.429 0.099
H 4.025 -3.185 -2.322 0.133
H -0.171 -4.177 -2.942 0.086
H 0.481 -4.540 -1.363 0.059
H -0.051 -5.853 -2.382 0.104
C -4.714 -0.832 -3.231 0.013
C -5.404 -0.263 -4.216 0.026
C -5.513 1.214 -4.327 -0.393
O -6.136 1.736 -5.222 0.132
C -4.820 2.033 -3.296 0.024
C -4.129 1.461 -2.313 0.017
C -4.024 -0.014 -2.209 -0.375
O -3.386 -0.528 -1.308 0.076
H -4.621 -1.906 -3.132 0.129
H -5.914 -0.840 -4.977 0.131
H -4.913 3.107 -3.394 0.130
H -3.618 2.034 -1.548 0.115
C -0.058 -0.318 -7.023 0.048
C -0.324 -1.093 -5.974 0.024
C -1.392 -0.749 -5.011 -0.371
O -1.606 -1.445 -4.029 0.055
C -2.175 0.483 -5.259 0.029
C -1.925 1.258 -6.312 0.058
C -0.843 0.919 -7.277 -0.362
O -0.608 1.630 -8.225 0.144
H 0.732 -0.544 -7.731 0.096
H 0.232 -2.000 -5.767 0.123
H -2.951 0.714 -4.540 0.080
H -2.483 2.164 -6.513 0.132
C 14.025 -5.858 -2.312 0.025
C 12.994 -5.909 -1.473 0.023
C 11.599 -5.776 -1.959 -0.376
O 10.658 -5.819 -1.194 0.080
C 11.395 -5.584 -3.416 0.020
C 12.424 -5.532 -4.256 0.024
C 13.822 -5.666 -3.771 -0.385
O 14.759 -5.620 -4.536 0.116
H 15.050 -5.953 -1.980 0.124
H 13.118 -6.049 -0.407 0.123
H 10.368 -5.490 -3.747 0.119
H 12.299 -5.392 -5.322 0.123
C -2.802 3.684 2.242 0.024
C -3.314 4.256 3.328 0.039
C -4.064 3.459 4.335 -0.370
O -4.531 3.979 5.321 0.123
C -4.218 2.003 4.081 0.037
C -3.704 1.435 2.993 0.027
C -2.958 2.232 1.997 -0.361
O -2.482 1.709 1.002 0.051
H -2.252 4.243 1.495 0.123
H -3.212 5.314 3.531 0.129
H -4.763 1.441 4.828 0.125
H -3.804 0.377 2.788 0.123
C 4.681 1.534 -7.966 0.026
C 3.667 0.677 -8.018 0.016
C 3.159 0.163 -9.315 -0.373
O 2.230 -0.619 -9.360 0.086
C 3.824 0.640 -10.550 0.027
C 4.839 1.498 -10.500 0.031
C 5.349 2.013 -9.204 -0.381
O 6.273 2.792 -9.152 0.122
H 5.069 1.923 -7.032 0.121
H 3.167 0.314 -7.128 0.109
H 3.436 0.251 -11.483 0.126
H 5.339 1.860 -11.389 0.127
C -3.465 3.393 8.588 0.015
C -3.973 3.961 9.678 0.028
C -4.722 3.164 10.683 -0.382
O -5.190 3.684 11.672 0.113
C -4.881 1.710 10.425 0.014
C -4.374 1.145 9.333 0.022
C -3.627 1.941 8.331 -0.384
O -3.162 1.424 7.333 0.079
H -2.919 3.956 7.842 0.117
H -3.869 5.019 9.885 0.124
H -5.434 1.149 11.166 0.118
H -4.482 0.089 9.123 0.123
C -9.388 4.392 9.214 0.028
C -8.759 3.591 10.069 0.029
C -8.479 2.173 9.729 -0.377
O -7.900 1.446 10.506 0.099
C -8.925 1.682 8.401 0.024
C -9.554 2.484 7.547 0.026
C -9.832 3.901 7.886 -0.370
O -10.402 4.630 7.102 0.094
H -9.603 5.429 9.439 0.125
H -8.421 3.925 11.042 0.126
H -8.709 0.645 8.176 0.122
H -9.890 2.149 6.574 0.123
C -12.852 5.738 5.252 0.023
C -12.511 6.896 4.691 0.024
C -13.305 7.481 3.583 -0.389
O -12.993 8.534 3.070 0.103
C -14.500 6.727 3.124 0.018
C -14.843 5.570 3.683 0.018
C -14.045 4.985 4.791 -0.383
O -14.358 3.930 5.299 0.105
H -12.283 5.297 6.058 0.089
H -11.645 7.461 5.011 0.122
H -15.066 7.173 2.316 0.121
H -15.709 5.004 3.363 0.121
```


- Among the records above, which one has the lowest HOMO?
  C72H77Cl2FN3O23


- Which of these has the lowest net charge?
  C72H76GaGe2N3OS5


- Which of these has the highest HOMO?
  C72H76GaGe2N3OS5